Below is C11H41BeN20O13 as an isolated structure in a non-equilibrium geometry, with properties calculated with ωB97M-V with the def2-TZVPD basis set.

Last column: Löwdin charge in e.
CARTESIAN COORDINATES (ANGSTROEM)
Be (2.01449, 1.20155, 3.83328)  0.81
O (0.81112, 1.21045, -0.80140)  0.06
C (0.56411, 0.73211, 0.44532)  -0.79
O (1.05163, 1.28271, 1.43507)  -0.05
O (-0.06467, -0.34656, 0.60181)  -0.06
H (0.33986, 0.52767, -1.28445)  0.05
C (1.12135, -2.14408, -2.87181)  -0.69
O (0.43630, -1.06788, -2.92072)  -0.05
N (0.80584, -3.22242, -3.56902)  0.18
N (2.27343, -2.29186, -2.27259)  0.20
H (-0.04432, -3.08466, -4.09661)  0.13
H (1.46950, -3.97868, -3.65697)  0.13
H (2.66218, -3.22296, -2.22773)  0.11
H (2.81413, -1.51446, -1.92130)  0.12
C (-0.84652, -1.07637, 4.12369)  -0.79
O (-0.20457, -0.08741, 4.43369)  -0.03
N (-1.62836, -1.69753, 4.94787)  0.18
N (-0.78868, -1.79593, 3.05859)  0.17
H (-2.02995, -1.10415, 5.65973)  0.12
H (-1.88950, -2.61356, 4.61203)  0.11
H (-1.24516, -2.66173, 2.80935)  0.04
H (-0.10107, -1.46795, 2.39549)  0.07
C (3.10926, -1.84128, 2.65263)  -0.87
O (2.42143, -1.06755, 3.21073)  0.01
N (3.84290, -2.71846, 3.21157)  0.19
N (3.26700, -1.87222, 1.40401)  0.21
H (4.51161, -3.18659, 2.61678)  0.12
H (3.65171, -3.15252, 4.10328)  0.14
H (3.88132, -2.57618, 1.02041)  0.12
H (2.66523, -1.29758, 0.83150)  0.12
C (-3.82516, 1.08675, 2.17631)  -0.79
O (-4.54529, 0.94284, 1.19882)  0.02
N (-4.35637, 1.31271, 3.38009)  0.14
N (-2.56393, 1.16156, 2.25334)  0.21
H (-3.80952, 1.26195, 4.22772)  0.09
H (-5.28880, 1.68983, 3.47204)  0.11
H (-2.13232, 1.34109, 3.14866)  0.11
H (-2.06500, 0.81335, 1.44717)  0.09
C (-3.30015, -2.95421, 1.28111)  -0.73
O (-2.78349, -3.28829, 2.36021)  -0.02
N (-4.21450, -3.63899, 0.73582)  0.19
N (-3.09274, -1.80226, 0.65574)  0.21
H (-4.35765, -4.56871, 1.10355)  0.13
H (-4.33491, -3.45123, -0.24924)  0.13
H (-2.27248, -1.28586, 0.93965)  0.06
H (-3.49422, -1.49165, -0.21742)  0.12
C (1.83792, 4.35865, 2.56984)  -0.78
O (1.63215, 3.68612, 3.55476)  -0.05
N (1.01584, 4.23697, 1.51613)  0.19
N (2.73925, 5.25973, 2.55048)  0.18
H (1.21842, 4.74742, 0.66849)  0.10
H (0.53760, 3.34844, 1.55977)  0.08
H (3.50255, 5.25502, 3.21189)  0.13
H (2.86895, 6.02088, 1.89937)  0.12
C (1.03735, -4.28961, 0.42518)  -0.77
O (1.80866, -5.01115, -0.16604)  0.02
N (0.94835, -4.27255, 1.73850)  0.18
N (0.21204, -3.43039, -0.16193)  0.19
H (1.60318, -4.89038, 2.19629)  0.12
H (0.07879, -4.00322, 2.17601)  0.09
H (0.03436, -2.50992, 0.21394)  0.07
H (0.29832, -3.45507, -1.16793)  0.07
C (1.73480, 1.83947, -4.51577)  -0.76
O (1.85909, 2.99564, -4.97025)  0.02
N (2.44010, 1.26313, -3.58231)  0.17
N (0.89297, 0.98642, -4.93690)  0.16
H (1.91122, 0.56554, -3.07857)  0.06
H (3.32521, 1.61400, -3.24530)  0.12
H (1.07574, 0.02657, -4.68119)  0.09
H (0.30553, 1.06265, -5.75495)  0.13
C (-2.75535, 1.34764, -3.37452)  -0.85
O (-3.84235, 1.73313, -2.93531)  0.01
N (-2.00084, 0.67955, -2.61180)  0.19
N (-2.39146, 1.45044, -4.57725)  0.20
H (-2.17560, 0.73121, -1.61838)  0.12
H (-1.15866, 0.22883, -2.93996)  0.06
H (-1.49437, 1.04678, -4.80613)  0.08
H (-2.79243, 2.14799, -5.18779)  0.14
C (0.36800, 4.68543, -2.76569)  -0.76
O (-0.16755, 5.49745, -3.52227)  0.03
N (-0.11162, 3.52663, -2.28765)  0.17
N (1.56099, 4.75542, -2.31664)  0.14
H (0.41832, 2.90876, -1.68974)  0.05
H (-1.11943, 3.46413, -2.31036)  0.11
H (2.19997, 5.47714, -2.61817)  0.12
H (2.10889, 3.92234, -2.15571)  0.10

Forces on the atoms, in the same order (eV/Å):
Be -1.133 -0.565 -1.032
O -0.230 -0.258 0.435
C 0.542 -1.520 2.940
O 1.091 2.111 0.449
O -0.863 -0.584 -1.953
H -0.148 -0.261 -1.220
C -1.252 3.072 -1.196
O 1.374 -1.960 0.445
N -1.652 -0.658 -0.697
N 2.483 0.326 1.681
H 0.192 -0.847 -0.198
H -0.647 0.003 -0.363
H 0.215 0.294 0.315
H -0.364 -0.193 0.059
C 0.971 -0.430 0.650
O 0.966 2.538 -0.269
N -2.372 -0.622 3.539
N 3.562 -0.063 -5.083
H -0.277 -0.995 0.280
H -1.119 0.394 0.949
H -0.980 0.521 0.464
H 0.067 0.090 -0.269
C -0.263 0.514 0.921
O -3.730 3.909 3.104
N 3.878 -4.832 3.566
N 0.453 0.528 -7.253
H -0.177 -0.300 0.639
H 0.051 0.581 -0.092
H -0.664 0.369 -0.584
H 0.264 -0.075 -0.089
C -4.920 0.588 -0.435
O 0.476 -0.323 -0.758
N -2.104 0.434 3.098
N 5.606 -0.474 -1.199
H -0.185 0.155 -0.283
H 0.209 -0.388 -0.225
H 0.521 -0.197 -0.616
H 0.674 0.187 0.473
C 2.103 2.187 2.585
O 0.252 -0.526 -0.095
N -3.674 -3.766 -2.620
N 2.111 1.993 -0.260
H -0.152 0.142 -0.298
H -0.569 -0.544 0.186
H -0.067 0.119 0.059
H -0.267 -0.295 0.324
C -3.310 -1.406 -1.216
O 0.304 -2.763 2.572
N -0.062 0.454 -0.413
N 4.869 4.298 -0.062
H -0.284 -0.550 -0.154
H -0.177 0.051 -0.683
H -0.606 -0.314 0.327
H -0.587 -0.529 -0.367
C 0.130 0.128 -0.212
O 1.248 -0.909 -1.227
N 0.258 -0.322 2.700
N -1.324 1.065 -2.026
H -0.478 0.065 0.241
H 0.397 -0.154 0.122
H -0.070 0.164 0.196
H -0.286 0.045 0.263
C 1.713 6.295 -2.118
O 0.283 -1.475 0.796
N 2.885 -1.073 3.479
N -4.923 -4.692 -2.892
H 0.650 -0.046 0.444
H -0.564 0.185 0.048
H -0.391 0.129 -0.134
H 0.441 0.786 0.142
C -6.128 1.626 2.603
O -0.398 1.149 -0.202
N 4.519 -3.470 4.170
N 2.156 0.601 -6.393
H -0.136 -0.245 -0.278
H -0.017 0.074 0.278
H -0.171 0.587 -0.262
H -0.018 -0.318 0.210
C -3.033 0.035 -2.405
O -0.139 -0.602 1.108
N -3.223 -1.225 -0.364
N 7.572 2.075 1.916
H -0.388 0.335 0.022
H 0.122 -0.516 0.011
H -0.555 0.197 -0.414
H -0.530 -0.115 0.100

Properties
maximum force	8.1	eV Å⁻¹
HOMO energy (spin up / spin down)	-7.39 / -8.77	eV
spin multiplicity	2
frontier orbital gap (spin up / spin down)	7.1 / 7.7	eV


Below is a 11-piece molecular cluster, C11H44N10O11 overall in a non-equilibrium geometry, with properties calculated with ωB97M-V with the def2-TZVPD basis set.

Last column: Löwdin charge in e.
CARTESIAN COORDINATES (ANGSTROEM)
N (-23.65700, -5.82000, 8.95700)  0.11
C (-23.25500, -6.49700, 9.99000)  -0.56
N (-23.05500, -5.77900, 11.09300)  0.21
O (-23.04000, -7.86900, 9.98800)  -0.13
H (-23.93700, -6.45000, 8.16200)  0.09
H (-24.09700, -4.89400, 8.93500)  0.14
H (-22.45900, -6.18500, 11.74000)  0.10
H (-23.10100, -4.81200, 11.04200)  0.03
N (-21.64600, -8.00900, 3.30900)  0.20
C (-21.47200, -6.81700, 3.77300)  -0.59
N (-20.30600, -6.62300, 4.38400)  0.14
O (-22.44600, -5.89800, 3.80700)  -0.08
H (-22.59900, -8.22000, 3.03200)  0.13
H (-20.91600, -8.67100, 3.28300)  0.11
H (-20.04900, -5.65300, 4.64700)  0.16
H (-19.49800, -7.26400, 4.21500)  0.16
N (-21.90800, -3.97400, 8.52400)  0.17
C (-21.95000, -2.97500, 9.32200)  -0.67
N (-21.32400, -1.89900, 8.96100)  0.17
O (-22.53900, -3.10300, 10.52800)  -0.12
H (-22.59400, -4.76700, 8.55800)  0.02
H (-21.41000, -3.76800, 7.64800)  0.13
H (-21.35500, -1.05300, 9.51300)  0.12
H (-20.79600, -1.77700, 8.06700)  0.08
N (-22.33300, -0.99200, 4.95500)  0.16
C (-21.12500, -0.68200, 5.21200)  -0.56
N (-20.64900, -0.05100, 4.21100)  0.14
O (-20.29600, -0.90500, 6.39200)  -0.16
H (-22.76700, -1.55200, 5.72700)  0.13
H (-22.98900, -0.59200, 4.26200)  0.09
H (-19.81200, 0.47500, 4.42900)  0.15
H (-21.13500, 0.21500, 3.39200)  0.13
N (-19.87900, -2.11800, 2.78900)  0.19
C (-20.64200, -3.13200, 2.64300)  -0.69
N (-21.69400, -3.18100, 3.33600)  0.19
O (-20.26800, -4.16700, 1.85100)  -0.12
H (-18.97600, -2.15400, 2.30500)  0.15
H (-20.01200, -1.42000, 3.40400)  -0.01
H (-22.44700, -3.85000, 3.12100)  0.08
H (-22.02800, -2.29600, 3.75700)  0.07
C (-24.66300, -7.53500, 5.78200)  -0.16
O (-24.05100, -7.62100, 7.00800)  -0.09
H (-25.59600, -6.96200, 5.66500)  0.10
H (-25.04700, -8.52100, 5.45700)  0.10
H (-24.02800, -7.20700, 5.05400)  0.02
H (-23.55400, -8.40500, 6.89800)  0.09
C (-24.60000, -0.86100, 8.01000)  -0.15
O (-24.31800, -1.58900, 6.88500)  -0.13
H (-25.55400, -1.17900, 8.35300)  0.07
H (-24.79600, 0.23200, 7.76900)  0.11
H (-23.92400, -0.89800, 8.83500)  0.06
H (-24.38200, -2.49900, 7.07800)  0.01
C (-24.91600, -4.71200, 1.61400)  -0.19
O (-23.59900, -4.62900, 1.16900)  -0.11
H (-25.62100, -4.82100, 0.74800)  0.09
H (-25.21500, -3.79500, 2.20500)  0.07
H (-25.09400, -5.55700, 2.30600)  0.07
H (-23.43300, -5.49000, 0.76300)  0.09
C (-25.03500, -1.02400, 3.43500)  -0.08
O (-24.09100, -0.01300, 2.93100)  -0.11
H (-24.48200, -1.95400, 3.42500)  0.03
H (-25.91600, -1.25500, 2.81700)  0.10
H (-25.25900, -0.78900, 4.43600)  0.07
H (-23.76100, -0.13800, 2.07900)  0.06
C (-24.75900, -4.11100, 5.13500)  -0.13
O (-24.39200, -4.20200, 6.49500)  -0.10
H (-24.92100, -5.04700, 4.84000)  0.01
H (-24.02100, -3.59100, 4.52200)  0.05
H (-25.74100, -3.60300, 4.94300)  0.12
H (-23.95800, -5.02800, 6.60400)  0.04
C (-20.95200, -7.07400, 7.65100)  -0.15
O (-19.88200, -7.47600, 6.75400)  -0.17
H (-21.39600, -7.89400, 8.14800)  0.04
H (-21.75100, -6.47500, 7.12200)  0.07
H (-20.40300, -6.48400, 8.45200)  0.10
H (-20.07600, -7.02700, 5.89000)  -0.03

Forces on the atoms, in the same order (eV/Å):
N -2.850 -0.129 -4.591
C 1.663 -7.080 3.479
N -0.742 -1.869 -0.522
O -0.943 6.598 -0.584
H 0.250 0.685 1.070
H -0.180 -0.796 1.030
H 0.921 -0.833 1.469
H 0.247 2.561 -0.140
N -2.145 -1.742 -1.475
C -4.186 5.665 1.266
N 2.898 1.543 -0.057
O 3.621 -3.981 -0.058
H 0.600 -0.255 -0.142
H 0.417 -0.805 -0.080
H -0.348 -0.907 -0.820
H -1.113 1.011 -0.042
N 0.751 -2.294 -3.889
C -2.649 -0.084 7.153
N 1.969 3.333 -1.265
O 1.324 0.990 -4.061
H 1.739 0.822 0.071
H -0.530 -0.607 0.474
H -0.093 -0.549 0.231
H -0.875 -0.198 0.680
N -4.947 -3.253 3.291
C 4.177 -0.450 7.088
N 4.795 4.018 -1.364
O -4.516 0.670 -6.055
H -0.195 0.884 -0.874
H 0.970 0.320 0.336
H 0.058 -0.022 -0.334
H -0.767 0.194 -0.437
N 4.777 0.335 -3.311
C 3.331 -7.685 -5.873
N -6.127 0.532 2.706
O -1.262 3.844 2.793
H -0.809 -0.126 0.353
H -0.373 2.192 2.179
H 1.194 -0.014 -0.071
H 0.417 -1.317 -0.314
C -3.400 -1.563 -1.114
O -0.840 0.821 0.547
H 0.384 0.411 1.085
H 0.322 0.020 0.138
H 1.916 1.094 -2.080
H 1.284 -1.189 0.932
C -1.645 2.623 0.432
O 1.113 1.234 -1.762
H -1.018 -0.331 0.826
H 0.642 -1.188 -0.078
H 0.921 -0.300 0.340
H -0.051 -1.984 0.365
C -1.777 0.357 0.399
O 0.131 -0.143 -0.078
H 0.314 0.193 0.723
H 0.521 -0.755 -0.829
H 0.198 0.146 -0.244
H 0.542 0.348 0.089
C 1.360 -0.660 -2.281
O -1.693 0.486 2.992
H 0.064 -0.388 0.222
H 0.169 0.893 0.087
H -0.429 0.565 1.063
H 0.314 -0.894 -2.264
C -0.684 3.358 0.293
O -0.723 1.361 0.276
H -0.261 -3.701 -1.934
H 0.153 -0.306 0.218
H 0.753 -0.024 0.871
H 0.740 -1.018 0.116
C 1.949 1.772 -0.121
O -1.001 0.243 -0.165
H -0.523 -1.045 0.305
H 0.968 -0.481 0.527
H -1.246 -0.241 -0.767
H 0.064 -0.912 1.562

Properties
maximum force	10.2	eV Å⁻¹
energy above the lowest of the compared OMol25 structures with the same formula, charge and spin	186.80	kcal per mole
SMILES	NC(N)=O.NC(N)=O.NC(N)=O.NC(N)=O.NC(N)=O.CO.CO.CO.CO.CO.CO
HOMO energy	-8.67	eV
frontier orbital gap	8.7	eV


Question: Look up the maximum force of the second one.
Answer: 10.2 eV Å⁻¹


Question: The highest maximum force belongs to which entry?
Answer: C11H44N10O11


Question: The highest maximum force belongs to which entry?
Answer: C11H44N10O11